Molecular formula: C24H15AsClF3N2O7RuS2
Method: DFT, ωB97M-V/def2-TZVPD

```
56
Properties=species:S:1:pos:R:3:forces:R:3:nbo_charge:R:1
Ru -0.053385 0.428611 0.331219 -0.907 0.220 -0.344 0.425
Cl -3.399805 -5.941778 -1.935597 -0.004 0.040 0.009 -0.060
C -3.046704 -4.230298 -1.767963 0.065 0.035 0.006 -0.070
C -4.072562 -3.300864 -1.856291 -0.055 -0.030 -0.003 -0.228
C -3.760703 -1.961864 -1.752143 0.057 0.018 -0.008 -0.232
C -2.444694 -1.511774 -1.561629 -0.155 -0.042 -0.020 0.377
O -2.266406 -0.197969 -1.641444 0.190 0.043 -0.142 -0.575
C -1.425121 -2.462806 -1.415912 0.351 0.013 0.143 -0.132
C -0.005088 -2.245267 -1.121766 -0.376 0.060 0.120 0.126
N 0.573154 -1.295904 -0.472954 0.444 -0.164 -0.163 -0.295
C 1.964196 -1.586262 -0.105513 -0.221 0.152 -0.014 0.158
C 2.633709 -2.757805 -0.351806 0.170 -0.019 -0.044 -0.232
C 3.980020 -2.934432 0.039523 -0.107 0.032 -0.009 -0.216
C 4.652939 -1.951982 0.702982 -0.021 0.037 0.001 -0.197
C 3.981737 -0.752759 1.031430 0.171 -0.001 0.071 -0.107
C 4.584845 0.295619 1.772926 -0.014 -0.019 -0.017 -0.153
C 3.850883 1.391884 2.102127 -0.125 -0.045 -0.067 -0.239
C 2.492687 1.460026 1.706729 0.139 -0.078 0.125 0.123
N 1.925503 0.509614 1.010215 0.151 -0.054 0.131 -0.392
C 2.643244 -0.587396 0.648389 -0.241 0.025 -0.082 0.243
C -1.751363 -3.821715 -1.552008 -0.124 -0.030 -0.025 -0.195
H -5.093203 -3.627529 -2.006260 0.002 0.007 -0.007 0.213
H -4.519839 -1.194347 -1.821688 -0.011 -0.016 -0.008 0.238
H 0.583181 -3.104077 -1.418228 0.001 -0.015 0.038 0.150
H 2.158411 -3.591130 -0.844974 0.044 0.007 -0.030 0.201
H 4.468798 -3.872879 -0.191891 0.000 -0.002 -0.001 0.199
H 5.685042 -2.083421 1.006827 0.001 0.001 -0.001 0.199
H 5.619729 0.195492 2.081088 0.000 -0.004 -0.005 0.196
H 4.267106 2.203742 2.681916 0.001 0.001 0.004 0.216
H 1.853459 2.284510 1.991233 0.006 0.013 0.004 0.261
H -0.969508 -4.566570 -1.471291 0.013 0.007 0.005 0.209
O -1.808894 -1.601407 4.257537 0.115 -0.104 0.082 -1.060
As -0.924804 -0.193405 3.563945 0.364 0.077 -0.149 2.442
O 0.309076 0.201022 4.560989 -0.166 0.022 -0.043 -1.160
O -0.548734 -0.813741 2.052742 -0.139 0.041 0.141 -1.178
C -2.432886 1.049923 3.566730 -0.020 0.054 0.030 -0.430
C -3.654613 0.531832 3.992552 -0.006 0.025 0.044 -0.196
C -4.789495 1.328045 4.058123 0.016 -0.052 0.009 -0.234
C -4.717928 2.661079 3.694001 -0.001 0.045 -0.017 -0.222
C -3.514421 3.185303 3.252101 -0.021 0.000 0.028 -0.218
C -2.377395 2.392767 3.185907 -0.050 -0.005 0.000 -0.187
S -0.913158 3.179911 2.514926 -0.009 -0.030 -0.033 2.436
O -1.387668 4.300849 1.736720 -0.016 0.015 -0.022 -0.992
O -0.072416 3.536876 3.639035 0.002 0.006 0.032 -0.995
O -0.301896 2.103555 1.717245 0.080 -0.054 -0.118 -1.013
H -1.387071 -2.356964 3.831361 -0.085 0.005 -0.057 0.482
H -3.709674 -0.510575 4.268207 -0.013 -0.004 -0.004 0.237
H -5.730855 0.897500 4.380879 0.007 -0.010 0.005 0.191
H -5.603242 3.286438 3.725511 0.009 0.009 -0.002 0.191
H -3.440613 4.206485 2.904673 0.001 0.004 0.001 0.237
S -3.107789 1.620763 -0.088915 0.010 -0.054 0.106 -0.186
C -1.902436 0.566445 -0.432943 0.331 -0.068 0.190 0.050
F 1.769557 0.971241 -1.862999 -0.074 0.058 0.015 -0.437
C 0.595858 1.522988 -1.274688 0.213 -0.128 0.108 0.802
F -0.204509 1.700702 -2.374284 0.025 0.013 0.004 -0.382
F 1.011080 2.804636 -0.970809 -0.023 -0.056 -0.014 -0.390
```
Positions in Å, forces in eV/Å.

Energy relative to the best compared isomer or geometry (same formula, charge and spin) = 0.704 eV
Charge = -2
Strongest force on any atom = 0.99 eV/Å
Energy = -148212.576 eV
HOMO energy = -0.061 hartree
Kohn-Sham gap = 5.607 eV

Molecular formula: C24H15AsClF3N2O7RuS2
Method: DFT, ωB97M-V/def2-TZVPD

```
56
Properties=species:S:1:pos:R:3:forces:R:3:nbo_charge:R:1
Ru -1.112601 0.815391 0.326840 0.024 -0.043 0.031 1.119
Cl 5.850912 -1.041244 0.029005 0.001 -0.001 0.000 -0.085
C 4.284164 -0.313184 0.375759 0.005 -0.002 0.002 -0.063
C 4.198747 1.067007 0.501747 -0.004 0.001 0.000 -0.278
C 2.951631 1.627894 0.726686 0.001 0.001 0.003 -0.226
C 1.792103 0.853904 0.841807 0.007 -0.006 0.001 0.328
O 0.650904 1.468706 1.085363 -0.018 -0.007 -0.009 -0.708
C 1.899738 -0.567017 0.727289 -0.005 0.000 0.001 -0.151
C 0.817792 -1.456782 0.932459 -0.006 -0.012 0.003 0.032
N -0.459806 -1.079148 1.162379 -0.003 0.010 0.000 -0.554
C -1.341906 -1.960912 1.700768 0.010 0.018 -0.008 0.161
C -1.189048 -3.351357 1.743331 -0.007 -0.010 0.013 -0.308
C -2.143366 -4.168521 2.357768 0.007 0.002 -0.004 -0.177
C -3.260223 -3.662468 2.974390 -0.002 -0.002 0.002 -0.298
C -3.450350 -2.258014 2.986636 0.003 0.000 -0.004 -0.087
C -4.548156 -1.635773 3.610989 0.003 0.001 0.001 -0.160
C -4.661627 -0.270688 3.606586 0.002 -0.003 0.001 -0.278
C -3.667664 0.479155 2.963403 -0.003 0.002 0.008 0.051
N -2.636154 -0.068433 2.367535 0.003 0.017 -0.014 -0.429
C -2.505022 -1.411377 2.355411 0.001 -0.009 -0.004 0.229
C 3.176535 -1.116769 0.474233 0.002 0.004 0.001 -0.215
H 5.079576 1.684654 0.390096 0.001 -0.001 0.000 0.208
H 2.834312 2.701926 0.802780 0.002 0.000 0.000 0.210
H 1.069355 -2.510515 0.956206 0.003 0.002 -0.003 0.166
H -0.349418 -3.817760 1.250431 0.000 0.001 -0.001 0.208
H -1.990190 -5.242533 2.333304 -0.002 0.000 0.000 0.192
H -3.993089 -4.307094 3.444829 -0.001 0.001 0.000 0.188
H -5.299057 -2.256197 4.089317 -0.001 0.002 0.001 0.195
H -5.499082 0.230822 4.074597 0.000 0.000 0.001 0.201
H -3.734254 1.560888 2.923794 0.002 -0.001 -0.004 0.187
H 3.268595 -2.187813 0.344713 -0.001 0.000 -0.001 0.214
O -1.087548 1.993349 -3.981172 -0.002 0.007 -0.001 -1.049
As -0.202917 2.796602 -2.699970 0.014 0.009 -0.023 2.481
O -0.026108 4.375922 -3.095177 0.000 -0.007 -0.007 -1.189
O -0.942841 2.502078 -1.225469 -0.021 -0.009 0.005 -1.174
C 1.573518 1.971899 -2.744183 -0.004 0.004 -0.001 -0.419
C 2.603778 2.899030 -2.859720 -0.005 0.002 -0.002 -0.214
C 3.930529 2.490972 -2.910923 0.000 -0.004 0.001 -0.218
C 4.241120 1.143169 -2.845961 0.003 0.006 0.001 -0.220
C 3.223678 0.205975 -2.737320 -0.003 -0.002 -0.003 -0.231
C 1.898857 0.613245 -2.689928 0.010 -0.001 0.011 -0.227
S 0.645896 -0.663119 -2.619374 -0.009 0.025 -0.020 2.435
O 1.336229 -1.907989 -2.363897 -0.003 0.010 0.001 -0.996
O -0.027709 -0.600172 -3.912856 -0.004 0.001 -0.001 -1.016
O -0.248703 -0.240612 -1.537310 0.006 -0.009 0.050 -1.032
H -0.910520 1.029831 -3.964093 0.001 0.001 0.004 0.518
H 2.333330 3.946883 -2.918085 0.001 0.001 0.001 0.247
H 4.719700 3.230286 -2.992238 0.000 0.002 0.000 0.192
H 5.273484 0.813059 -2.859010 -0.001 -0.001 -0.001 0.202
H 3.439740 -0.851603 -2.670203 0.000 0.001 0.000 0.243
S -2.672323 3.795442 1.293285 0.039 0.025 0.029 0.193
C -1.988586 2.497841 0.864407 -0.056 -0.035 -0.068 -0.051
F -3.110525 -1.185935 -0.525808 -0.006 0.006 0.001 -0.375
C -2.925260 0.170723 -0.571427 0.007 0.006 -0.006 0.767
F -4.094408 0.672457 -0.017642 0.005 -0.004 -0.002 -0.397
F -3.015761 0.493915 -1.876378 0.002 0.002 0.012 -0.343
```
Positions in Å, forces in eV/Å.

Energy relative to the best compared isomer or geometry (same formula, charge and spin) = 2.187 eV
Charge = -2
Strongest force on any atom = 0.09 eV/Å
Energy = -148210.408 eV
2S+1 = 5
HOMO energy (spin up / spin down) = -0.008 / -0.094 hartree
Kohn-Sham gap (spin up / spin down) = 4.335 / 6.403 eV
Expectation value of S² = 6.07

Molecular formula: C24H15AsClF3N2O7RuS2
Method: DFT, ωB97M-V/def2-TZVPD

```
56
Properties=species:S:1:pos:R:3:forces:R:3:nbo_charge:R:1
Ru -0.600170 0.782146 -0.741134 0.296 0.865 0.609 1.215
Cl -1.426152 -1.924838 -7.750647 0.010 0.016 0.034 -0.059
C -1.050942 -0.874168 -6.393416 -0.014 0.026 -0.022 -0.037
C -1.578219 0.407810 -6.367820 -0.010 -0.026 0.002 -0.292
C -1.230981 1.219697 -5.300579 -0.009 -0.019 -0.030 -0.169
C -0.414542 0.768407 -4.273646 0.040 0.058 0.073 0.263
O 0.042946 1.702287 -3.372304 -0.050 -0.005 -0.058 -0.534
C 0.072769 -0.551938 -4.257897 0.000 -0.028 -0.015 -0.088
C 0.910911 -1.200194 -3.263080 -0.149 -0.092 0.243 -0.026
N 0.858015 -1.065449 -1.945183 0.173 -0.092 -0.204 -0.460
C 1.626399 -1.898348 -1.188386 0.104 0.222 0.126 0.104
C 2.263093 -3.055540 -1.701498 0.085 -0.019 0.048 -0.304
C 3.354888 -3.643116 -1.073810 -0.102 -0.023 -0.105 -0.192
C 3.871513 -3.136476 0.095941 0.037 0.060 0.090 -0.305
C 3.168485 -2.102372 0.763159 0.017 -0.009 -0.046 -0.074
C 3.588084 -1.605542 2.013514 0.046 -0.059 -0.005 -0.163
C 2.845556 -0.671997 2.683806 -0.121 0.063 -0.006 -0.247
C 1.620548 -0.289613 2.155119 0.071 -0.053 0.066 0.060
N 1.209040 -0.787152 0.992312 0.176 0.078 0.017 0.060
C 1.984638 -1.576431 0.184186 -0.143 0.042 -0.030 0.231
C -0.246915 -1.342882 -5.382357 -0.005 -0.027 0.004 -0.230
H -2.216691 0.763447 -7.163864 0.005 -0.002 -0.007 0.213
H -1.573187 2.243887 -5.254854 0.003 0.000 -0.007 0.223
H 1.585460 -1.932375 -3.698613 -0.004 -0.023 -0.039 0.153
H 1.893231 -3.478794 -2.623771 0.048 -0.046 -0.013 0.200
H 3.815854 -4.513220 -1.529414 -0.001 0.006 -0.022 0.193
H 4.757357 -3.552391 0.558332 0.000 -0.002 0.002 0.194
H 4.504283 -1.994767 2.441456 0.006 0.006 -0.011 0.200
H 3.145272 -0.275551 3.642587 -0.003 -0.001 0.002 0.222
H 0.897837 0.345871 2.644508 0.017 -0.020 0.038 0.251
H 0.131072 -2.356376 -5.426296 -0.009 -0.004 0.000 0.215
O -2.861026 0.442473 1.169570 -0.034 0.155 0.016 -1.026
As -2.314057 2.043340 1.716458 -0.310 -0.184 -0.149 2.425
O -3.552884 3.107488 1.589295 0.211 -0.060 -0.095 -1.168
O -0.952287 2.267002 0.715252 -0.373 -0.393 0.109 -1.099
C -1.750446 1.935187 3.557142 0.178 0.311 -0.081 -0.483
C -1.611153 3.230719 4.070674 0.113 0.031 0.100 -0.192
C -1.127350 3.438994 5.351038 -0.011 -0.063 -0.042 -0.249
C -0.776433 2.339841 6.128054 -0.032 -0.026 -0.047 -0.217
C -0.941920 1.060178 5.625325 0.013 0.028 0.073 -0.257
C -1.443078 0.834180 4.346658 -0.045 -0.029 0.122 -0.125
S -1.837879 -0.977834 3.983013 0.107 -0.126 0.053 1.504
O -0.851807 -1.637463 4.906610 -0.231 0.135 -0.172 -1.066
O -3.232304 -0.997333 4.530028 0.199 -0.010 -0.045 -1.051
O -0.059350 -0.595981 0.694360 -0.332 -0.392 -0.250 -0.574
H -3.825802 0.478922 1.142985 -0.005 -0.050 0.067 0.496
H -1.894658 4.077112 3.455671 -0.002 -0.002 -0.010 0.225
H -1.021759 4.447669 5.733461 0.001 -0.002 0.006 0.193
H -0.387232 2.484408 7.130791 0.008 -0.006 0.001 0.189
H -0.697438 0.178954 6.209411 0.005 -0.003 0.009 0.244
S -2.861832 -1.288248 -2.223608 -0.322 -0.287 -0.141 0.216
C -1.858984 -0.349470 -1.560529 0.005 -0.006 -0.016 -0.172
F -2.069134 2.277567 -2.796191 -0.043 0.095 -0.017 -0.383
C -0.787350 2.093830 -2.309820 0.109 -0.123 -0.155 0.739
F 1.262638 1.375805 -0.638179 0.240 0.008 -0.054 -0.650
F -0.355900 3.328616 -1.993813 0.037 0.107 -0.014 -0.337
```
Positions in Å, forces in eV/Å.

Energy relative to the best compared isomer or geometry (same formula, charge and spin) = 6.017 eV
Charge = -2
Strongest force on any atom = 1.10 eV/Å
Energy = -148206.577 eV
2S+1 = 5
HOMO energy (spin up / spin down) = -0.030 / -0.070 hartree
Kohn-Sham gap (spin up / spin down) = 4.636 / 4.958 eV
Expectation value of S² = 6.08

Molecular formula: C24H15Cl2F3N4O2
Method: DFT, ωB97M-V/def2-TZVPD

```
50
Properties=species:S:1:pos:R:3:forces:R:3:nbo_charge:R:1
N -1.013495 -0.666367 3.637276 1.155 0.715 -0.634 -0.337
C -0.157601 -0.026949 3.184083 -1.264 -1.157 0.254 0.321
C 0.838915 0.844637 2.567839 0.446 -0.088 1.380 -0.451
C 0.617289 2.240548 3.037870 1.496 2.035 -0.039 -0.412
C -0.704202 2.775940 2.976113 -1.253 0.794 0.179 0.285
N -1.778719 3.257922 2.965597 1.984 -1.145 -0.181 -0.405
C 1.730417 3.207601 3.010023 -3.323 -1.281 0.372 0.440
O 1.500737 4.412508 3.103351 1.420 -0.206 -0.172 -0.605
C 3.099192 2.564452 2.989416 0.188 -0.995 0.578 -0.033
Cl 4.353874 3.622557 3.407158 0.292 0.249 -0.246 0.103
C 3.352489 1.214496 2.873675 -0.738 1.121 -0.006 -0.233
Cl 4.924226 0.542692 2.990212 0.086 0.049 0.002 0.059
C 2.258366 0.241485 2.729681 -0.027 0.047 -0.561 0.629
O 2.451788 -0.959132 2.631295 -0.294 0.678 0.227 -0.568
C -2.656075 -0.496349 0.492025 -0.271 -0.030 0.019 -0.417
N -1.714519 0.321103 -0.236970 1.212 -0.503 0.044 -0.312
C -0.486806 -0.099791 -0.578601 -0.255 2.360 1.354 0.499
H 0.672046 0.937625 1.519252 -0.119 -0.796 -1.329 0.241
C -0.022720 -1.480923 -0.516769 0.244 -0.671 0.068 -0.072
C -0.401794 -2.028769 -1.758334 -0.120 0.642 0.365 -0.197
C -0.146378 -3.337109 -2.048007 0.058 0.462 0.309 -0.174
C 0.550798 -4.045789 -1.081140 0.137 -0.392 -0.144 -0.133
C 0.872947 -5.447137 -1.415173 0.331 -1.612 -0.200 0.974
F 2.019927 -5.865018 -0.807778 -0.938 0.111 -0.543 -0.317
F -0.139138 -6.286132 -1.021191 0.924 0.503 -0.358 -0.322
F 1.031777 -5.615333 -2.761777 -0.057 -0.090 1.032 -0.323
C 0.940108 -3.552877 0.157025 -0.208 0.562 0.214 -0.156
C 0.625258 -2.231153 0.496026 -0.377 0.617 -0.515 -0.182
N 0.126572 0.901490 -1.235618 -0.143 -0.912 0.809 -0.318
C 1.539014 0.936567 -1.550071 0.150 0.128 0.015 -0.409
C -0.804683 1.909459 -1.530595 -0.440 -1.487 -0.116 0.109
C -2.006244 1.525533 -0.900627 1.018 -1.181 -0.798 0.196
C -3.240767 1.816220 -1.443420 -0.687 1.302 -0.533 -0.230
C -3.225234 2.610220 -2.611537 -0.311 -0.026 0.627 -0.193
C -2.015650 3.007407 -3.232630 0.578 0.291 0.242 -0.196
C -0.764308 2.625749 -2.708970 -0.736 1.246 -0.355 -0.208
H -3.579978 0.047602 0.330447 -0.466 -0.724 0.390 0.220
H -2.630462 -1.503951 0.066868 -0.433 0.184 -0.022 0.222
H -2.427159 -0.581903 1.560525 0.061 0.349 -0.242 0.267
H -0.925619 -1.372335 -2.464612 0.213 -0.410 0.150 0.222
H -0.484420 -3.711492 -2.999952 0.234 -0.499 0.037 0.248
H 1.480622 -4.189915 0.864262 -0.248 0.276 -0.345 0.257
H 0.897583 -1.810409 1.488825 -0.191 -0.336 -0.947 0.285
H 1.627429 1.848370 -2.133849 0.711 -0.205 -0.072 0.225
H 2.132536 1.006216 -0.627556 -0.155 0.118 -0.286 0.233
H 1.861139 0.045726 -2.100910 -0.187 0.289 -0.034 0.232
H -4.158257 1.420350 -0.971159 0.526 0.483 -0.619 0.238
H -4.187603 2.938551 -3.042189 0.700 -0.328 0.178 0.236
H -2.048630 3.634990 -4.138917 -0.047 -0.513 0.543 0.235
H 0.215433 2.850819 -3.160495 -0.877 -0.024 -0.090 0.231
```
Positions in Å, forces in eV/Å.

Energy relative to the best compared isomer or geometry (same formula, charge and spin) = 0.000 eV
Strongest force on any atom = 3.58 eV/Å
Energy = -68381.027 eV
HOMO energy = -0.258 hartree
Kohn-Sham gap = 6.182 eV

- Which formula does entry 4 have?
  C24H15Cl2F3N4O2

- The lowest energy relative to the best compared isomer or geometry (same formula, charge and spin) belongs to which entry?
  C24H15Cl2F3N4O2

- Which value of energy does entry 3 give?
  -148206.577 eV